DFT (ωB97M-V/def2-TZVPD) results for C30H34Cl3N6O5PPtS2 as an isolated structure.

Atoms and positions in Å:
Pt: -0.3796 -0.5882 -2.7119
C: 7.1498 0.1482 -0.5440
C: 5.8082 0.5359 -1.0858
C: 4.6982 0.6383 -0.2545
C: 3.4593 1.0006 -0.7614
C: 3.3293 1.2617 -2.1150
C: 4.4276 1.1866 -2.9637
C: 5.6540 0.8221 -2.4431
S: 1.7749 1.7025 -2.7986
O: 0.9002 2.0005 -1.6587
O: 1.9497 2.7235 -3.7884
N: 1.2005 0.3591 -3.5530
C: 0.4505 0.6148 -4.7463
C: 0.7184 1.2875 -5.9179
C: -0.2924 1.2705 -6.8730
C: -1.5038 0.6109 -6.6434
C: -1.7187 -0.0212 -5.4357
N: -0.7566 -0.0056 -4.5151
H: 7.1121 -0.0186 0.5305
H: 7.8875 0.9258 -0.7409
H: 7.5067 -0.7653 -1.0209
H: 4.8048 0.4542 0.8065
H: 2.6128 1.1382 -0.1050
H: 4.3265 1.4201 -4.0132
H: 6.5131 0.7660 -3.0983
H: 1.6564 1.7927 -6.0715
H: -0.1356 1.7707 -7.8186
H: -2.2713 0.5846 -7.4012
H: -2.6279 -0.5529 -5.1947
N: -5.8753 -0.0994 -1.1983
C: -4.6140 -0.4023 -0.4412
P: -3.2581 0.3791 -1.4394
O: -4.0180 1.2634 -2.3829
O: -2.3265 -0.6899 -1.9049
C: -2.3491 1.5563 -0.3433
N: -1.7253 2.5726 -1.2386
H: -6.6229 0.2451 -0.5960
H: -6.2290 -0.9139 -1.7005
H: -5.5916 0.6408 -1.8998
H: -4.4895 -1.4791 -0.3576
H: -4.7036 0.0244 0.5556
H: -1.5585 1.1016 0.2495
H: -3.0470 2.0730 0.3160
H: -0.7804 2.2230 -1.5916
H: -1.5350 3.4376 -0.7320
H: -2.3656 2.7747 -2.0165
Cl: -4.4034 -2.5164 5.4678
C: -2.8296 -2.2287 4.8156
C: -2.6556 -2.1790 3.4421
C: -1.3974 -1.9208 2.9335
C: -0.2899 -1.7205 3.7580
C: 1.0790 -1.4350 3.1935
C: 1.5897 -2.4853 2.2012
N: 0.8977 -2.4429 0.9208
C: 0.0986 -3.4228 0.3846
C: -0.3657 -2.9410 -0.7980
N: 0.1496 -1.6805 -0.9861
C: 0.9054 -1.4158 0.0594
O: 1.2592 -0.1481 2.5642
C: 0.1797 0.7620 2.4418
C: -0.3808 1.2583 3.7388
C: -1.6987 1.4845 3.9936
Cl: -3.0164 1.2854 2.8850
S: -2.0104 2.0500 5.5762
C: -0.3398 2.0018 5.9359
C: 0.4055 1.5761 4.8812
C: -0.5028 -1.8070 5.1366
Cl: 0.7988 -1.6175 6.2692
C: -1.7585 -2.0499 5.6731
H: -3.5012 -2.3337 2.7894
H: -1.2823 -1.8605 1.8606
H: 1.7938 -1.4554 4.0192
H: 1.4546 -3.4871 2.6080
H: 2.6549 -2.3323 2.0281
H: -0.0592 -4.3609 0.8840
H: -1.0032 -3.4148 -1.5220
H: 1.4816 -0.5259 0.2197
H: -0.6263 0.3415 1.8293
H: 0.6175 1.5972 1.8862
H: 0.0046 2.2890 6.9138
H: 1.4778 1.4675 4.9108
H: -1.8921 -2.1020 6.7430

LUMO energy: -5.106 eV
net charge: +2
ΔE to the lowest compared entry with this formula, charge and spin: 0.0 kcal per mole
orbital gap: 7.9 eV
calculated total energy: -122601.9703 eV
maximum force: 2.24 eV Å⁻¹